34 unconnected molecules or ions with the total composition H68O34 in a non-equilibrium geometry, computed with ωB97M-V with the def2-TZVPD basis set.

Each line ends with the Löwdin charge.
Cartesian coordinates (Å):
O -4.422 -2.350 2.514  -0.048
H -4.344 -3.286 2.700  0.056
H -3.523 -2.024 2.547  0.003
O 2.687 -3.322 -1.568  -0.039
H 3.471 -3.862 -1.474  0.059
H 2.007 -3.932 -1.855  -0.012
O -2.995 1.881 -0.145  -0.027
H -2.293 1.329 0.201  0.014
H -3.464 2.187 0.631  0.032
O 1.990 3.128 3.995  -0.063
H 2.306 2.357 3.524  0.000
H 1.153 2.854 4.369  -0.026
O -0.494 1.063 -5.885  -0.052
H -0.453 1.969 -5.580  -0.013
H 0.356 0.691 -5.650  -0.013
O -1.876 -5.012 -0.096  -0.019
H -1.218 -5.707 -0.134  0.063
H -2.597 -5.334 -0.636  0.056
O -1.812 -2.448 1.098  -0.042
H -1.850 -3.297 0.656  0.008
H -1.346 -1.880 0.486  -0.005
O 0.194 -1.993 2.900  -0.050
H -0.476 -2.115 2.228  -0.022
H 1.023 -2.086 2.431  -0.009
O 1.704 0.441 4.848  -0.028
H 1.194 0.081 5.574  0.046
H 1.548 -0.164 4.122  0.005
O -2.209 -1.842 4.587  -0.023
H -2.274 -2.522 5.257  0.079
H -1.474 -2.115 4.038  0.021
O -3.253 -2.341 -2.210  -0.042
H -3.804 -1.949 -1.532  -0.018
H -3.569 -3.241 -2.284  0.055
O 5.549 0.684 0.330  -0.045
H 6.153 1.420 0.435  0.044
H 4.702 1.026 0.615  -0.015
O -0.372 2.415 5.539  -0.049
H -0.941 1.712 5.225  -0.007
H -0.919 3.200 5.505  0.046
O -0.133 3.777 -4.531  -0.033
H 0.734 4.182 -4.520  0.049
H -0.299 3.540 -3.618  -0.016
O 1.666 3.190 -1.563  -0.036
H 0.782 3.410 -1.269  0.007
H 1.957 3.963 -2.048  0.073
O 0.755 -2.698 -4.773  -0.033
H 0.047 -2.391 -4.207  0.015
H 0.320 -3.248 -5.425  0.071
O -2.084 -1.571 -4.643  -0.052
H -2.364 -1.684 -3.735  -0.025
H -2.176 -0.633 -4.809  0.022
O -1.564 3.044 -2.313  -0.041
H -2.128 3.108 -3.084  0.080
H -2.078 2.542 -1.681  0.020
O 0.704 4.838 1.536  -0.028
H 1.639 4.874 1.735  0.060
H 0.348 5.644 1.910  0.070
O -0.706 -0.275 -0.001  -0.021
H -0.140 0.175 0.626  0.030
H -0.383 0.003 -0.858  0.007
O -4.820 -1.701 -0.236  -0.032
H -5.167 -0.844 0.015  0.059
H -4.550 -2.102 0.590  0.005
O 0.619 -4.846 -2.576  -0.062
H 0.192 -4.049 -2.262  -0.041
H 0.759 -4.693 -3.510  0.030
O -1.842 0.628 3.968  -0.048
H -1.990 -0.250 4.321  -0.015
H -2.622 0.809 3.443  0.012
O 2.032 -0.374 -5.048  -0.045
H 2.933 -0.420 -5.366  0.055
H 1.737 -1.285 -5.032  -0.013
O -4.574 1.065 2.783  -0.029
H -5.364 0.581 3.024  0.055
H -4.827 1.986 2.850  0.049
O 3.400 2.381 0.321  -0.036
H 3.621 3.137 0.866  0.072
H 2.844 2.739 -0.371  0.005
O 2.184 0.371 1.708  -0.048
H 1.547 0.933 2.151  -0.006
H 2.617 0.949 1.080  0.006
O 0.058 1.988 2.011  -0.030
H 0.098 2.938 2.120  0.019
H -0.681 1.715 2.554  0.025
O 4.293 -0.262 -2.433  -0.050
H 4.640 0.050 -1.597  -0.011
H 3.929 -1.125 -2.234  0.006
O 4.181 -0.843 3.482  -0.049
H 3.670 -0.644 2.698  -0.028
H 5.084 -0.905 3.171  0.029
O -0.184 4.910 -1.051  -0.055
H -0.237 5.017 -0.102  0.008
H -0.935 4.361 -1.273  0.002
O 2.232 -2.516 1.154  -0.041
H 2.389 -1.578 1.256  -0.008
H 2.423 -2.693 0.233  -0.001
O -0.312 -2.548 -2.024  -0.018
H 0.009 -1.659 -1.874  0.039
H -1.021 -2.657 -1.391  0.029
O 0.671 0.413 -2.299  -0.024
H 1.185 0.287 -3.097  0.031
H 0.826 1.326 -2.056  0.014

Atoms 1-2, force components in eV/Å:
O -0.668 0.133 -0.252
H 0.033 -0.228 0.119

Computed properties:
spin multiplicity = 1



A single C5H7NO molecule, computed with ωB97M-V with the def2-TZVPD basis set.

Each line ends with the Löwdin charge.
Cartesian coordinates (Å):
C 2.144 1.450 0.006  0.108
C 1.688 0.333 0.010  -0.151
C 0.975 -0.948 0.005  -0.183
C -0.398 -0.820 0.691  -0.191
N -1.088 0.395 0.316  0.010
C -1.889 0.436 -0.787  -0.358
O -2.280 -0.534 -1.402  0.017
H 2.551 2.436 -0.020  0.026
H 1.580 -1.715 0.499  0.116
H 0.836 -1.267 -1.031  0.120
H -1.033 -1.658 0.403  0.119
H -0.280 -0.839 1.777  0.120
H -0.637 1.258 0.584  0.117
H -2.169 1.473 -1.051  0.131

Atoms 1-2, force components in eV/Å:
C -0.193 -0.563 -0.002
C 0.153 0.630 0.030

Computed properties:
spin multiplicity = 1
SMILES = C#CCCNC=O



A molecular structure, C5H20ClCrN8O5 in a non-equilibrium geometry, computed with ωB97M-V with the def2-TZVPD basis set.

Each line ends with the Löwdin charge.
Cartesian coordinates (Å):
Cr 23.514 -14.670 -11.758  1.042
Cl 24.249 -16.317 -10.125  0.128
C 27.645 -14.628 -10.107  -0.181
O 28.397 -15.139 -11.165  -0.140
H 27.978 -13.598 -9.978  0.092
H 26.628 -14.774 -10.471  0.020
H 27.687 -15.209 -9.186  0.074
H 28.201 -16.079 -11.162  -0.005
C 23.417 -19.354 -7.144  -0.832
O 22.817 -19.943 -7.991  0.064
N 23.494 -19.842 -5.941  0.163
N 24.119 -18.295 -7.312  0.166
H 23.911 -19.274 -5.216  0.102
H 22.970 -20.618 -5.562  0.128
H 24.168 -17.849 -8.217  0.011
H 24.698 -18.028 -6.529  0.114
C 28.067 -18.086 -9.447  -0.733
O 28.407 -17.731 -10.624  -0.017
N 28.895 -18.536 -8.596  0.179
N 26.933 -18.107 -8.883  0.177
H 28.593 -18.900 -7.703  0.125
H 29.806 -18.777 -8.959  0.140
H 26.158 -17.666 -9.357  0.025
H 26.840 -18.578 -7.994  0.117
C 24.288 -13.364 -7.383  -0.819
O 25.063 -13.020 -8.230  0.056
N 23.915 -12.710 -6.350  0.170
N 23.631 -14.499 -7.338  0.139
H 23.122 -13.115 -5.873  0.115
H 24.468 -11.974 -5.934  0.134
H 23.926 -15.057 -8.126  -0.011
H 22.836 -14.751 -6.768  0.118
C 25.432 -16.258 -13.883  -0.734
O 24.690 -15.485 -13.335  -0.084
N 25.946 -16.128 -15.029  0.242
N 25.841 -17.277 -13.148  0.218
H 25.763 -15.361 -15.660  0.150
H 26.815 -16.618 -15.187  0.148
H 26.696 -17.792 -13.299  0.136
H 25.286 -17.403 -12.313  0.061

Atoms 1-2, force components in eV/Å:
Cr 2.389 -2.439 -0.014
Cl -0.910 1.282 -1.449

Computed properties:
spin multiplicity = 5
total charge = +1



In eV, the ΔE to the lowest compared entry with this formula, charge and spin values for the records above are, in order, 2.458, 1.741, 7.573.